Entry 1:
C3H7N5 in the gas phase at a distorted geometry. Source: the OMol25 dataset; level of theory: wB97M-V/def2-TZVPD.

The geometry in XYZ format:
```
15
Properties=species:S:1:pos:R:3:forces:R:3:nbo_charge:R:1
N 1.22819 0.89209 2.01243 -1.568 -0.953 0.759 -0.23
N -0.61772 -1.40971 -2.24692 0.314 -0.823 1.385 -0.63
N -1.11157 -0.31314 0.49471 -0.043 0.354 0.226 -0.73
N -0.20442 -0.14488 -2.45249 0.141 1.042 0.454 -0.18
N 0.85534 0.94199 0.70324 0.330 0.613 -0.594 -0.43
C -0.22362 0.45614 -0.01070 0.804 -0.717 -0.603 0.36
C 0.48622 0.20469 2.81531 1.399 0.814 0.237 -0.15
C -0.04446 0.72571 -1.49632 -0.630 -2.006 -0.574 -0.09
H -0.38228 -0.36105 2.53898 -0.215 -0.026 -0.124 0.22
H -0.49472 -2.05274 -3.03533 0.186 0.881 0.402 0.38
H 1.49750 1.54684 0.22114 -0.173 -0.124 -0.342 0.39
H -1.81368 -0.56906 -0.18959 0.058 0.025 -0.188 0.36
H -0.32256 -1.82444 -1.33474 -0.531 0.339 -0.915 0.36
H 0.30007 1.66351 -1.86391 0.143 0.765 0.065 0.20
H 0.84772 0.24405 3.84419 -0.215 -0.186 -0.187 0.18
```
Forces are in eV/Å.

HOMO: -9.09 eV
Orbital gap: 0.363 Eh
Total charge: 0
ΔE to the lowest compared entry with this formula, charge and spin: 64.5 kcal/mol
SMILES: [H]/N=C(\C=N/N)NN=C

Entry 2:
A molecular structure, C44H49MnN3O3P2S3. Source: the OMol25 dataset; level of theory: wB97M-V/def2-TZVPD.

The geometry in XYZ format:
```
105
Properties=species:S:1:pos:R:3:forces:R:3:mulliken_charge:R:1
Mn 0.85013 0.62368 -0.17532 0.108 0.342 -0.453 0.29
S 1.69260 2.78557 1.12403 0.135 -0.285 0.144 0.40
S -1.37875 2.53722 -0.13264 -0.193 -0.287 0.021 0.44
S 1.18600 2.23577 -2.28980 0.025 -0.041 0.056 0.19
P -3.63034 -0.26935 -0.68721 -0.072 0.075 0.076 0.32
P 0.37844 -0.21930 2.86507 0.452 0.111 0.044 0.69
O 1.79012 -0.74584 -1.83162 0.013 -0.065 -0.017 -0.77
O 6.41628 -1.58277 -1.75643 0.032 -0.008 0.006 -0.65
O 4.58180 1.83132 0.53573 0.034 0.049 0.042 -0.69
N 3.12045 0.47422 -0.55869 0.075 -0.196 -0.159 1.04
N -0.35555 -1.00357 0.11319 0.371 -0.182 0.133 1.17
N 5.46234 0.13692 -0.65962 0.020 -0.032 -0.024 0.10
C -0.35900 3.06011 -2.70351 -0.144 0.015 -0.023 -0.97
C -6.06967 -1.35704 -1.71540 -0.036 0.048 -0.047 -0.46
C -0.82962 -3.13436 5.51686 -0.074 -0.028 -0.008 -0.57
C 1.21960 0.94549 5.27482 -0.032 -0.035 0.021 -0.79
C -3.92621 0.85914 -3.28985 0.025 0.016 -0.006 -0.08
C 2.23199 3.51508 -1.56515 0.051 0.097 0.091 -0.88
C 4.37324 0.87368 -0.18875 -0.140 0.053 0.046 -0.67
C 1.61926 0.46267 4.02637 -0.015 -0.077 0.012 0.39
C -6.75857 -3.63023 -1.32212 0.038 0.006 0.006 -0.51
C 2.95390 -0.47287 -1.50818 -0.159 -0.011 0.043 -0.15
C 5.19027 -1.01587 -4.59156 0.035 -0.038 -0.049 -1.38
C 2.92684 0.70871 3.61037 0.058 0.006 0.005 -0.22
C -2.11489 -3.39783 5.05256 0.071 0.027 0.015 -0.55
C 5.42389 -0.92719 -1.53187 0.034 0.009 0.011 -0.37
C 3.82285 -2.65193 -2.36835 -0.012 -0.020 -0.056 -1.17
C -0.56947 -1.42783 3.84183 -0.243 0.179 -0.132 0.23
C -1.18840 3.63989 -1.55847 0.087 0.117 -0.072 -0.95
C -0.04882 -3.21228 0.50456 -0.102 -0.031 -0.244 -1.83
C 3.60945 -3.34043 -1.02749 -0.023 -0.025 0.050 -1.12
C 4.16489 -0.45189 -3.62012 -0.039 0.030 0.018 -0.89
C -4.67065 -2.82567 -0.43969 0.015 -0.001 0.060 -0.36
C -0.05617 -2.15772 4.91070 0.018 0.014 0.030 -0.56
C -4.84560 3.04306 -3.70311 0.005 -0.020 0.011 -0.46
C 0.37793 -1.94370 0.80809 -0.184 0.181 0.435 1.25
C -1.20216 -1.69970 -0.69044 -0.280 -0.157 0.060 -1.27
C 3.81361 1.40961 4.41765 -0.051 -0.026 -0.005 -0.50
C -1.07229 -3.05498 -0.47339 0.269 -0.071 0.080 -0.65
C 2.10531 1.63663 6.08566 0.057 0.009 0.005 -0.60
C -2.16575 -1.00404 -1.57997 -0.046 -0.031 -0.307 -0.68
C -1.85772 -1.69097 3.38129 -0.082 -0.012 -0.015 -0.43
C -4.13581 1.00253 -1.91630 0.020 0.009 -0.137 0.64
C -4.89144 -1.56736 -1.00584 0.038 -0.032 0.029 0.49
C 1.33719 -1.45591 1.85962 0.002 -0.221 -0.026 -1.61
C 3.40708 1.87388 5.65832 -0.053 -0.022 -0.003 -0.55
C -1.02939 3.65287 1.24701 0.030 0.084 0.100 -1.46
C -4.71888 2.18209 -1.46140 0.029 0.016 0.085 -0.50
C 0.27042 3.40327 2.02140 -0.107 0.144 0.106 -0.27
C -6.99711 -2.38042 -1.87107 0.017 0.004 0.013 -0.71
C 1.92484 4.04018 -0.16072 0.021 0.124 -0.081 -1.12
C -5.07745 3.19347 -2.34290 0.002 0.008 -0.052 -0.71
C 4.10004 -1.15325 -2.23278 0.030 0.100 0.070 2.27
C -2.62628 -2.67903 3.98350 0.015 0.033 -0.028 -0.52
C -5.58870 -3.84975 -0.60482 -0.046 0.014 -0.024 -0.78
C -4.26878 1.87106 -4.17695 -0.028 -0.012 0.067 -0.83
H 4.94221 -2.03548 -4.88502 -0.005 -0.006 0.005 0.30
H 0.33147 -4.13533 0.91393 -0.007 -0.001 0.047 0.63
H -7.47872 -4.42777 -1.44900 -0.010 -0.010 0.006 0.37
H 0.20655 0.76862 5.62027 -0.001 0.008 -0.012 0.45
H -6.27155 -0.38824 -2.15638 0.001 -0.020 0.001 0.36
H -0.74317 4.56912 -1.20806 -0.007 0.010 -0.005 0.61
H 4.49667 -3.25610 -0.39604 0.007 0.016 0.013 0.30
H 4.35023 0.61633 -3.46190 0.015 -0.003 0.011 0.29
H 4.81851 1.59570 4.06273 0.018 0.005 -0.002 0.46
H -1.06835 4.66987 0.85692 0.031 -0.017 -0.021 0.45
H -1.67911 -0.17782 -2.11016 0.047 0.012 0.035 0.30
H -5.39490 -4.81920 -0.16412 0.006 -0.016 0.000 0.41
H -0.16092 3.84355 -3.43785 -0.015 0.003 0.009 0.62
H 1.78003 1.99234 7.05481 -0.008 0.008 0.013 0.41
H 2.93826 -2.76805 -2.99662 -0.003 -0.003 0.011 0.46
H 6.19464 -1.02722 -4.16958 -0.019 0.020 0.014 0.32
H -4.87848 2.31201 -0.39762 -0.007 0.003 0.025 0.40
H -1.86184 3.56425 1.94516 -0.007 -0.009 -0.008 0.52
H -4.09956 1.74053 -5.23821 0.010 -0.009 -0.008 0.43
H 0.55581 4.31723 2.54671 -0.026 0.000 -0.011 0.65
H 0.11892 2.63781 2.78405 -0.017 -0.013 -0.049 -0.09
H -7.90730 -2.19625 -2.42733 -0.012 0.001 -0.007 0.40
H -1.62216 -3.83728 -0.97429 -0.031 0.001 0.007 0.64
H -5.53386 4.10064 -1.96840 -0.012 0.014 0.014 0.40
H -3.76902 -3.00438 0.13520 0.024 0.005 -0.001 0.40
H -3.49667 -0.05840 -3.67302 0.002 0.012 -0.021 0.38
H 1.65178 -2.27798 2.50658 0.036 0.019 -0.034 0.77
H 2.24870 -1.01473 1.43981 -0.038 0.046 -0.017 0.17
H -2.52513 -1.70603 -2.33591 0.016 0.069 -0.034 0.79
H 2.77638 4.64938 0.14637 -0.024 0.024 -0.018 0.60
H 5.20705 -0.40937 -5.49773 -0.007 0.007 -0.006 0.44
H -0.92646 2.28208 -3.22026 -0.010 -0.002 0.017 0.25
H -5.12049 3.83008 -4.39338 -0.003 0.015 -0.003 0.37
H -2.25230 -1.12943 2.53523 0.058 -0.082 0.108 0.30
H 3.15895 -0.53411 -4.03777 0.016 0.014 -0.026 0.41
H -3.62204 -2.88276 3.61195 -0.020 -0.017 0.008 0.45
H 2.74948 -2.92552 -0.49686 0.001 0.008 -0.013 0.10
H -0.42800 -3.69602 6.35053 -0.006 -0.010 0.007 0.40
H 4.09678 2.41849 6.28905 0.009 0.012 0.020 0.39
H 0.94708 -1.96385 5.27417 -0.013 0.018 -0.034 0.39
H 1.04786 4.68354 -0.16180 -0.027 -0.010 -0.014 0.35
H 3.27027 0.37509 2.63963 -0.007 0.023 -0.017 0.04
H -2.71357 -4.16550 5.52519 -0.003 -0.010 0.011 0.38
H 6.36096 0.38013 -0.26602 -0.036 0.000 -0.024 0.33
H 3.22182 3.05810 -1.56313 -0.014 -0.020 0.011 0.26
H 3.40978 -4.40251 -1.16948 0.016 -0.010 -0.012 0.51
H 4.67172 -3.09722 -2.88617 -0.009 -0.027 0.005 0.53
H -2.18512 3.87658 -1.93692 0.015 -0.034 -0.025 0.49
H 2.26956 4.36003 -2.25633 0.002 0.003 0.005 0.73
```
Forces are in eV/Å.

HOMO (alpha / beta): -6.84 / -6.83 eV
Orbital gap (alpha / beta): 0.253 / 0.252 Eh
Multiplicity: 6
Total charge: 0

Entry 3:
C5H7Cl in the gas phase at a distorted geometry. Source: the OMol25 dataset; level of theory: wB97M-V/def2-TZVPD.

The geometry in XYZ format:
```
13
Properties=species:S:1:pos:R:3:forces:R:3:nbo_charge:R:1
Cl 1.29916 -0.43110 3.46046 -0.673 0.026 -0.932 -0.03
C 0.61683 0.34338 -0.62081 0.266 0.464 -1.349 -0.49
C -0.62294 -0.03129 -1.37489 -0.595 -0.774 -0.249 -0.16
C -1.83023 -0.14797 -0.84636 -0.861 1.169 -0.380 -0.41
C 0.46477 0.14243 0.82260 0.506 -0.391 2.492 -0.19
C 1.31855 -0.44122 1.68739 0.503 0.661 -0.746 -0.19
H -0.46489 0.53062 1.21124 0.058 0.164 0.377 0.21
H 0.83990 1.39099 -0.88595 -0.123 0.044 0.498 0.23
H 1.47473 -0.15197 -1.04747 0.312 -0.602 0.020 0.22
H -2.69824 -0.42394 -1.44367 0.331 -0.077 -0.044 0.20
H 2.28618 -0.85947 1.40014 -0.444 0.102 -0.265 0.20
H -0.58634 -0.28281 -2.42848 0.644 -0.156 -0.030 0.20
H -2.09748 0.36235 0.06580 0.076 -0.629 0.607 0.18
```
Forces are in eV/Å.

HOMO: -9.44 eV
Orbital gap: 0.386 Eh
Total charge: 0
ΔE to the lowest compared entry with this formula, charge and spin: 29.8 kcal/mol
SMILES: C=CC/C=C/Cl

Number 1: energy -10672.20195 eV. Number 2: energy -139444.05288 eV. Number 3: energy -17819.18519 eV.